Record 1
Molecular formula: C21H20N6OS
Method: DFT, ωB97M-V/def2-TZVPD

Summary:
relative energy (zero: lowest compared OMol25 entry of this formula, charge and spin): 0.000 eV
HOMO-LUMO gap: 8.0160 eV
DFT total energy: -1614.15530 Ha
2S+1: 1

Geometry as XYZ:
```
49
Properties=species:S:1:pos:R:3:forces:R:3
C -1.9726 -3.7544 0.0482 -0.80 0.00 0.51
C -2.9731 -4.4073 0.7233 0.79 0.42 0.41
S -3.2102 -3.6611 2.2941 0.50 -0.11 -1.34
C -1.9932 -2.4772 1.8743 0.19 -0.25 -1.33
C -1.7770 -1.2959 2.7216 0.26 0.83 -0.16
C -2.2861 -1.2247 4.0267 0.65 2.08 -0.18
C -2.2322 -0.0338 4.7675 0.16 -1.29 -0.55
C -1.5700 1.0731 4.2194 0.44 0.76 -0.12
N -1.2216 2.3471 4.6330 -0.83 -0.87 0.28
N -0.4989 3.0645 3.7239 -0.31 -1.08 0.99
C -0.3504 2.2562 2.7080 -0.57 -0.53 -0.16
C 0.4053 2.6904 1.5335 0.55 0.95 -1.10
C 1.0564 3.9369 1.5429 0.24 0.29 0.38
N 1.7419 4.4384 0.5011 -0.64 -1.87 -0.93
C 1.7524 3.6432 -0.6026 -0.01 0.12 0.90
C 1.1026 2.3862 -0.6387 -0.41 0.25 0.38
O 1.1703 1.7077 -1.8377 -0.74 1.20 1.21
C 0.5032 0.4485 -1.9922 -0.07 -0.82 0.13
C -0.4696 0.4543 -3.2107 2.17 0.86 -0.46
N 0.3402 0.4742 -4.4289 -1.39 0.64 -1.22
C 1.2616 -0.6269 -4.6360 -0.26 0.83 0.10
C 2.2573 -0.5635 -3.5200 0.78 -1.31 0.40
C 1.6544 -0.5437 -2.1344 -0.68 -0.32 -0.11
C 2.5987 -0.8447 -0.9740 -0.31 -0.17 -0.95
C 1.5462 -1.8577 -1.4409 0.74 -0.87 1.00
N 0.4237 1.9309 0.4284 0.47 -0.07 -0.97
C -1.0376 0.9954 2.9535 1.03 -0.38 -1.98
C -1.1568 -0.1688 2.1863 0.17 -0.83 -1.08
N -1.4407 -2.6363 0.6743 -0.85 -0.63 1.06
H -1.6653 -4.0802 -0.9503 0.15 0.41 0.44
H -3.4772 -5.3103 0.4015 -0.02 0.21 0.22
H -2.6985 -2.1012 4.4333 -0.68 -0.82 0.76
H -2.6572 -0.0814 5.7383 -0.20 0.38 0.80
H -1.3077 2.5868 5.5902 0.14 0.97 0.48
H 1.0321 4.5373 2.4606 0.00 -0.22 -0.49
H 2.3087 3.9605 -1.4800 -0.10 0.14 0.17
H -0.1154 0.1723 -1.1622 0.02 0.24 1.03
H -1.0878 1.3701 -3.2491 0.18 -0.49 0.42
H -1.1077 -0.4208 -3.2116 -0.10 -0.24 0.19
H 0.8066 1.3785 -4.5025 -0.05 -0.43 -0.02
H 1.7557 -0.4850 -5.6193 -0.28 -0.23 0.51
H 0.7196 -1.5777 -4.6458 -0.07 0.09 -0.03
H 2.8730 0.2985 -3.6618 0.55 0.70 -0.09
H 2.8870 -1.4484 -3.5697 0.49 -0.07 0.02
H 3.6466 -1.0153 -1.2565 -0.55 -0.04 0.05
H 2.4985 -0.4114 0.0015 -0.35 0.38 0.19
H 0.7436 -2.1023 -0.7281 0.25 0.43 -0.47
H 2.0065 -2.7486 -1.8759 -0.43 0.26 -0.27
H -0.7851 -0.2722 1.1432 -0.20 0.46 1.01
```
Positions in Å, forces in eV/Å.



Record 2
Molecular formula: C33H63ClN11O
Method: DFT, ωB97M-V/def2-TZVPD

Summary:
relative energy (zero: lowest compared OMol25 entry of this formula, charge and spin): 0.000 eV
charge: +5
HOMO-LUMO gap: 9.3194 eV
DFT total energy: -2431.24970 Ha
2S+1: 1

Geometry as XYZ:
```
109
Properties=species:S:1:pos:R:3:forces:R:3
C -3.1966 -14.4673 -13.6918 0.83 0.62 0.40
C -3.4955 -13.1843 -14.3929 -0.89 -0.35 -0.33
O -4.5379 -12.8882 -14.8649 0.39 0.29 -0.11
N -2.3768 -12.1355 -14.4584 0.21 -0.42 -0.51
H -1.4976 -12.5938 -14.2060 0.04 0.39 0.37
H -2.2473 -11.8529 -15.4369 -0.14 -0.18 -0.04
C -2.7505 -10.8970 -13.6873 0.39 0.38 -0.09
H -2.9115 -15.2501 -14.3954 -0.41 -0.06 -0.14
H -4.0933 -14.6526 -13.1039 0.02 -0.39 -0.08
H -2.3339 -14.3584 -13.0279 -0.14 0.02 0.10
H -3.4599 -11.1526 -12.9038 -0.04 -0.05 -0.02
H -3.1689 -10.2098 -14.4162 -0.32 -0.02 0.17
H -1.8525 -10.4239 -13.2976 0.07 -0.20 0.09
C -10.4339 -13.9053 -17.6405 0.57 -0.56 0.10
C -9.1346 -13.1547 -17.8824 0.28 0.29 -0.60
N -8.7268 -12.3605 -16.7012 0.15 -0.33 -0.29
C -7.8083 -12.7528 -15.7529 0.30 0.18 -0.48
C -7.7369 -11.7591 -14.8336 -0.40 0.20 0.47
N -8.6457 -10.8000 -15.2274 -0.39 0.09 0.35
C -9.2151 -11.1835 -16.3625 0.04 0.17 -0.25
C -9.0623 -9.6231 -14.4571 0.85 0.42 -0.25
H -10.4143 -14.3199 -16.6295 -0.36 0.32 0.12
H -10.4933 -14.7995 -18.2605 0.00 0.26 -0.36
H -11.2891 -13.2705 -17.8476 -0.18 -0.09 0.30
H -9.2056 -12.4610 -18.7215 -0.18 0.05 0.09
H -8.2820 -13.7774 -18.1508 -0.10 -0.24 0.30
H -7.1960 -13.6160 -15.9421 -0.08 -0.14 0.31
H -7.2163 -11.6399 -13.8912 0.16 -0.27 -0.24
H -9.8820 -10.5904 -16.9680 -0.22 -0.07 0.14
H -8.8326 -9.7891 -13.4091 -0.33 -0.20 0.05
H -10.1101 -9.4130 -14.6361 -0.08 -0.07 0.16
H -8.4627 -8.7643 -14.7643 -0.15 0.01 -0.12
C -11.6879 -16.4563 -9.5474 -0.77 -0.25 -0.97
C -11.9101 -15.0770 -8.9426 0.03 -0.67 0.85
N -10.6436 -14.3419 -8.7972 0.12 0.36 -0.37
C -9.8774 -13.8970 -9.8572 -0.82 0.41 -0.05
C -8.8600 -13.1525 -9.3548 -0.23 -0.49 0.47
N -8.9712 -13.2698 -7.9750 0.55 0.34 -0.19
C -10.0674 -13.9511 -7.6689 0.10 -0.53 -0.06
C -7.9143 -12.8305 -7.0545 -0.37 -0.31 0.25
H -11.8817 -16.3876 -10.6228 0.34 -0.10 -0.01
H -12.4495 -17.1630 -9.2160 0.03 0.13 0.27
H -10.7174 -16.9255 -9.3982 0.13 0.30 0.29
H -12.3390 -15.1429 -7.9427 0.09 -0.02 0.02
H -12.6268 -14.5138 -9.5340 0.22 0.27 -0.07
H -10.2564 -14.1012 -10.8432 0.32 0.20 -0.16
H -8.0736 -12.5553 -9.7978 -0.03 -0.32 -0.14
H -10.3716 -14.2587 -6.6807 -0.09 0.22 0.05
H -8.1031 -11.8107 -6.7343 0.23 0.09 -0.04
H -6.9658 -12.9703 -7.5642 0.04 0.37 -0.06
H -7.8977 -13.4867 -6.1862 -0.18 0.09 0.06
C -6.9703 -8.6837 -11.1280 -0.26 -0.67 -0.35
C -5.9847 -7.5920 -10.8176 0.63 -0.46 -0.12
N -4.6897 -8.1444 -10.3352 -0.07 0.30 0.15
C -3.5774 -7.3598 -10.1054 -0.08 0.04 -0.24
C -2.5816 -8.1901 -9.7376 0.20 -0.21 0.53
N -3.1182 -9.4620 -9.6619 0.27 0.22 -0.60
C -4.3832 -9.4072 -10.0766 -0.45 -0.09 0.39
C -2.3580 -10.6770 -9.4537 0.22 -1.07 -0.61
H -6.5581 -9.3780 -11.8702 0.06 0.13 -0.01
H -7.8664 -8.2541 -11.5725 -0.02 0.13 0.16
H -7.2726 -9.3146 -10.2908 0.01 0.32 0.24
H -6.3177 -6.8799 -10.0680 -0.14 0.09 -0.11
H -5.7177 -7.1057 -11.7546 -0.21 0.42 0.16
H -3.5885 -6.2897 -10.2254 -0.01 0.00 -0.06
H -1.5518 -8.0019 -9.4861 -0.03 0.09 0.05
H -5.0650 -10.2469 -10.1273 0.17 0.01 -0.16
H -1.3075 -10.4697 -9.2765 -0.11 0.31 0.35
H -2.3744 -11.2890 -10.3638 -0.12 0.23 -0.02
H -2.7710 -11.3231 -8.6830 -0.02 0.40 0.33
C -8.6189 -15.3821 -13.0385 -1.00 -1.02 0.35
C -7.3544 -16.1686 -12.7687 1.37 0.43 -1.55
N -7.2417 -16.7549 -11.4446 -0.54 0.13 -0.21
C -7.1328 -16.0502 -10.2691 0.31 -0.30 0.13
C -7.2775 -16.9676 -9.2753 0.13 0.51 0.11
N -7.5035 -18.1873 -9.8605 0.60 -0.42 0.45
C -7.4783 -18.0375 -11.1718 -0.14 0.44 -0.32
C -7.5851 -19.4839 -9.1834 -1.11 -0.68 0.03
H -8.5482 -14.3581 -12.6843 -0.04 0.09 -0.17
H -9.4705 -15.8961 -12.5682 0.18 0.24 0.37
H -8.9431 -15.4760 -14.0750 0.57 0.51 -0.21
H -6.4742 -15.5421 -12.9555 -0.16 0.31 0.60
H -7.1490 -16.9243 -13.5317 -0.62 -0.48 0.38
H -6.8560 -15.0016 -10.2537 -0.19 -0.11 -0.13
H -7.1801 -16.8321 -8.2122 -0.12 -0.21 0.04
H -7.6660 -18.7853 -11.9250 0.07 -0.17 0.12
H -7.2188 -20.2625 -9.8462 0.24 0.07 0.05
H -8.6348 -19.7180 -8.9914 0.04 0.09 0.00
H -7.0829 -19.5210 -8.2227 0.34 0.36 -0.15
C 1.4590 -16.4500 -8.9644 -0.75 0.94 -0.87
C 0.4956 -17.2973 -8.1600 0.75 -0.97 -0.26
N -0.8505 -16.7025 -8.0721 0.33 0.64 0.94
C -1.4472 -16.4059 -6.8762 -0.36 0.21 0.69
C -2.6048 -15.7611 -7.1364 -0.28 0.00 -0.56
N -2.7051 -15.6702 -8.5140 -0.68 0.45 0.30
C -1.6112 -16.2049 -9.0383 0.30 -0.85 -0.50
C -3.9265 -15.2302 -9.2644 1.97 -1.04 -0.29
H 0.9380 -16.1407 -9.8828 0.20 -0.23 -0.08
H 2.3553 -16.9602 -9.3003 0.04 -0.23 0.36
H 1.7131 -15.4933 -8.5065 0.17 -0.26 0.42
H 0.8538 -17.5036 -7.1532 -0.20 0.37 0.14
H 0.4074 -18.2957 -8.5940 -0.19 0.13 -0.22
H -1.0581 -16.6251 -5.8957 0.35 -0.22 -0.20
H -3.3688 -15.3671 -6.4916 0.04 -0.04 0.10
H -1.3831 -16.3498 -10.0809 -0.17 0.17 -0.05
H -4.7270 -15.1386 -8.5464 -0.15 0.30 -0.13
H -4.0836 -16.0505 -9.9637 -0.62 0.06 0.05
H -3.6778 -14.3643 -9.8696 -0.45 0.42 0.34
Cl -5.7629 -12.7795 -11.5069 0.15 -0.02 0.10
```
Positions in Å, forces in eV/Å.



Record 3
Molecular formula: C34H29AsN2O2W
Method: DFT, ωB97M-V/def2-TZVPD

Summary:
relative energy (zero: lowest compared OMol25 entry of this formula, charge and spin): 0.119 eV
charge: +2
HOMO-LUMO gap: 7.0272 eV
DFT total energy: -3875.42862 Ha
2S+1: 1

Geometry as XYZ:
```
69
Properties=species:S:1:pos:R:3:forces:R:3
W -1.5195 0.4557 -0.0269 -0.20 -0.41 0.13
O -1.3897 1.7135 -1.3725 0.13 0.12 -0.21
C -0.9154 2.9478 -1.6679 -0.04 -0.03 0.04
C -1.0013 3.4262 -2.9652 0.04 0.07 0.05
C -0.4971 4.6865 -3.2297 -0.02 -0.04 -0.05
C 0.0771 5.4632 -2.2203 0.02 0.02 0.05
C 0.1472 4.9794 -0.9337 -0.01 -0.01 -0.04
C -0.3516 3.7021 -0.6333 -0.01 -0.04 -0.01
C -0.2675 3.1942 0.7023 0.01 -0.01 -0.04
N -0.6773 2.0325 1.1080 0.01 0.10 0.05
C -0.4192 1.6845 2.5110 0.01 -0.01 -0.01
C -1.6319 0.9538 3.0270 -0.02 -0.02 -0.04
N -2.0702 -0.0019 1.9850 0.04 -0.09 0.01
C -2.8769 -0.9347 2.4065 0.11 0.02 0.03
C -3.5154 -1.9396 1.6243 -0.06 -0.02 -0.04
C -4.3557 -2.8896 2.2377 0.02 0.01 -0.03
C -5.0025 -3.8296 1.4748 0.00 0.00 0.02
C -4.8355 -3.8395 0.0842 -0.01 0.00 -0.04
C -4.0244 -2.9198 -0.5491 0.01 -0.01 0.06
C -3.3684 -1.9782 0.2325 0.06 -0.14 0.07
O -2.5624 -1.0643 -0.3326 0.04 0.45 -0.07
H -1.4525 2.8178 -3.7365 0.00 -0.01 0.00
H -0.5521 5.0767 -4.2372 0.00 0.00 0.00
H 0.4589 6.4477 -2.4510 0.00 0.00 0.00
H 0.5833 5.5771 -0.1430 0.00 0.00 0.00
H 0.1987 3.8477 1.4365 0.00 0.00 0.01
H -0.2136 2.5782 3.0998 -0.01 -0.01 0.02
H 0.4543 1.0283 2.5460 0.00 0.01 -0.01
H -2.4490 1.6503 3.2236 0.01 0.01 -0.02
H -1.3987 0.4158 3.9453 -0.01 0.02 0.02
H -3.0979 -0.9511 3.4724 0.00 0.01 0.00
H -4.4856 -2.8664 3.3124 -0.01 0.00 0.00
H -5.6469 -4.5598 1.9431 0.00 0.00 0.00
H -5.3556 -4.5805 -0.5080 0.00 0.00 0.00
H -3.8905 -2.9173 -1.6216 0.00 0.00 0.00
C 1.2814 -3.4638 -3.7814 0.01 -0.01 -0.01
C 0.2403 -2.5463 -3.7703 -0.01 0.01 0.00
C 0.0892 -1.6859 -2.6924 0.01 0.00 -0.03
C 0.9886 -1.7480 -1.6336 0.03 -0.05 0.02
C 2.0316 -2.6697 -1.6392 -0.03 -0.01 -0.02
C 2.1739 -3.5274 -2.7193 -0.01 0.01 0.01
As 0.8349 -0.5153 -0.1763 -0.13 0.05 0.07
C 1.5445 -1.3734 1.3823 0.07 0.02 0.00
C 0.6956 -2.1577 2.1596 -0.01 -0.01 -0.02
C 1.2026 -2.8443 3.2516 0.01 0.00 0.01
C 2.5520 -2.7449 3.5672 0.00 0.00 0.01
C 3.3988 -1.9715 2.7866 -0.01 0.01 0.00
C 2.9004 -1.2854 1.6872 0.01 -0.01 0.01
C 1.9575 0.9887 -0.6075 0.01 0.02 0.00
C 2.0480 1.3819 -1.9391 0.00 0.00 0.02
C 2.7727 2.5187 -2.2721 0.00 -0.02 -0.01
C 3.4069 3.2537 -1.2815 0.01 0.01 0.00
C 3.3204 2.8567 0.0474 -0.01 0.02 0.00
C 2.5886 1.7294 0.3896 0.00 -0.01 0.02
H 1.3965 -4.1361 -4.6209 0.00 0.00 0.00
H -0.4534 -2.5016 -4.5990 0.00 0.00 0.00
H -0.7269 -0.9709 -2.6919 0.00 0.00 0.01
H 2.7252 -2.7291 -0.8095 0.00 0.01 0.01
H 2.9806 -4.2475 -2.7308 0.00 0.00 0.00
H -0.3536 -2.2549 1.9033 -0.01 0.00 0.00
H 0.5509 -3.4650 3.8518 -0.01 0.00 0.00
H 2.9460 -3.2800 4.4206 0.00 0.00 0.00
H 4.4510 -1.9059 3.0282 0.00 0.00 0.00
H 3.5695 -0.6921 1.0756 -0.01 -0.05 0.00
H 1.5725 0.7987 -2.7192 -0.01 0.00 -0.01
H 2.8536 2.8193 -3.3081 0.00 0.00 0.00
H 3.9851 4.1293 -1.5453 0.00 0.00 0.00
H 3.8365 3.4173 0.8161 0.00 0.00 0.00
H 2.5437 1.4164 1.4265 -0.03 0.03 -0.02
```
Positions in Å, forces in eV/Å.